No. 1
{
  "formula": "C17H18O3",
  "method": "ωB97M-V with the def2-TZVPD basis set",
  "species": ["C", "C", "C", "O", "C", "C", "C", "C", "C", "O", "C", "C", "C", "C", "C", "O", "C", "C", "C", "C", "H", "H", "H", "H", "H", "H", "H", "H", "H", "H", "H", "H", "H", "H", "H", "H", "H", "H"],
  "positions_angstrom": [[-1.382004, 2.742402, 3.758788], [-0.857789, 1.799238, 2.608191], [-1.140441, 0.435043, 2.666636], [-1.670426, -0.099039, 3.817547], [-0.843575, -0.418514, 1.590630], [-1.135680, -1.916753, 1.620357], [-0.205775, 0.135541, 0.472132], [0.195222, -0.524095, -0.748666], [0.870192, 0.409158, -1.449237], [0.934163, 1.612018, -0.743563], [0.178234, 1.467324, 0.417925], [-0.139015, 2.297410, 1.496329], [0.165683, 3.778262, 1.367268], [1.921665, -0.538476, -2.017859], [1.859303, -0.786885, -3.517957], [2.817760, -0.446869, -4.193181], [0.837583, -1.612734, -4.223500], [-0.145726, -2.257677, -3.252859], [0.476248, -2.739003, -1.959331], [1.144707, -1.608795, -1.135017], [-2.373802, 2.461546, 4.157769], [-1.515419, 3.770697, 3.418329], [-0.648254, 2.768974, 4.583755], [-2.137062, 0.555891, 4.355893], [-1.813910, -2.178872, 2.446802], [-1.588693, -2.181494, 0.672731], [-0.215196, -2.463859, 1.808365], [0.651002, 3.996562, 0.392181], [0.797231, 4.126784, 2.179872], [-0.789366, 4.340025, 1.351440], [2.946917, -0.318282, -1.712828], [1.356742, -2.383458, -4.764075], [0.337966, -0.928824, -4.951682], [-0.873886, -1.511254, -3.010275], [-0.649970, -3.069827, -3.740161], [1.244217, -3.493244, -2.181814], [-0.281993, -3.232311, -1.339734], [1.673145, -1.986609, -0.241202]],
  "atomic_forces_ev_per_a": [[0.810, -0.555, -0.733], [-0.147, 1.027, -0.128], [0.169, -0.328, -0.183], [-0.288, -0.450, -0.116], [-0.188, -0.146, 0.685], [-0.273, 0.967, 0.761], [-1.338, -1.531, 0.869], [0.182, 1.609, 0.865], [-0.315, 0.722, 2.324], [0.257, 1.380, -0.955], [-0.024, -1.930, 0.110], [-0.148, 1.485, -0.558], [-0.408, 0.031, -0.739], [-0.557, -0.353, -0.053], [2.575, -0.011, -0.800], [-0.295, 0.433, 0.443], [-1.300, 0.441, 0.701], [0.044, 0.460, -0.036], [1.098, -0.411, 0.489], [-0.626, -1.352, -1.303], [0.464, -0.177, -0.221], [0.177, -0.148, -0.152], [-0.392, -0.061, -0.198], [0.335, -0.028, -0.375], [0.136, 0.199, -0.385], [0.051, -0.368, -0.166], [0.108, -0.201, -0.272], [-0.121, -0.205, 0.700], [0.000, 0.195, 0.032], [0.523, -0.101, 0.205], [-0.176, -0.011, -0.155], [0.459, -0.112, -0.408], [0.252, -0.667, 0.420], [-0.760, 0.367, 0.232], [-0.371, -0.438, -0.221], [-0.105, -0.051, -0.011], [0.100, 0.096, -0.047], [0.090, 0.222, -0.624]],
  "mulliken_charge": [-1.816, 0.676, 0.731, -0.641, 0.278, -1.599, 0.740, 0.058, 0.088, -0.549, -1.350, 1.001, -2.057, 0.031, 0.160, -0.606, -0.402, -0.878, -1.084, 0.473, 0.507, 0.360, 0.335, 0.284, 0.363, 0.306, 0.339, 0.311, 0.361, 0.385, 0.377, 0.293, 0.280, 0.304, 0.513, 0.461, 0.415, 0.551],
  "homo_lumo_gap_ev": 8.7,
  "e_lumo_ha": 0.021
}

No. 2
{
  "formula": "C17H19AsF6IrN3O2",
  "method": "ωB97M-V with the def2-TZVPD basis set",
  "species": ["Ir", "O", "C", "C", "C", "C", "C", "C", "C", "O", "N", "N", "C", "C", "C", "C", "C", "C", "N", "H", "H", "H", "H", "H", "H", "H", "H", "H", "H", "F", "As", "F", "F", "F", "F", "F", "C", "C", "C", "C", "H", "H", "H", "H", "H", "H", "H", "H", "H"],
  "positions_angstrom": [[-0.586859, -0.016549, -0.200682], [3.474670, 1.416240, -3.483161], [2.558932, 0.853149, -4.279717], [2.881118, 0.758376, -5.633695], [1.998001, 0.186441, -6.518729], [0.760683, -0.313006, -6.090691], [0.427087, -0.224021, -4.767265], [1.312044, 0.360565, -3.833616], [0.911300, 0.423756, -2.455193], [-0.299484, -0.011613, -2.136658], [1.715067, 0.933507, -1.524943], [1.122151, 0.855582, -0.314231], [1.679046, 1.188702, 0.805717], [0.872894, 0.958387, 1.991523], [1.294884, 1.263796, 3.271056], [0.433455, 1.026572, 4.332361], [-0.820668, 0.491290, 4.088671], [-1.192037, 0.200130, 2.787722], [-0.366161, 0.428797, 1.764483], [3.164124, 1.413060, -2.561977], [3.838821, 1.143061, -5.955285], [2.268073, 0.120796, -7.564619], [0.079879, -0.764808, -6.797335], [-0.519724, -0.606132, -4.413164], [2.683604, 1.590452, 0.825842], [2.280296, 1.679396, 3.428528], [0.744099, 1.254538, 5.342826], [-1.511126, 0.283131, 4.892803], [-2.144738, -0.247172, 2.541337], [-0.059479, -2.236271, 0.362965], [-1.667693, -3.039527, 0.122982], [-3.301982, -3.422576, -0.059401], [-1.767122, -3.117213, 1.821250], [-0.999429, -4.566554, -0.087857], [-2.242201, -1.171163, 0.334344], [-1.510410, -2.593040, -1.521720], [-1.208917, 3.539469, 0.925661], [-2.264871, 2.535352, 0.477308], [-3.492300, 3.278243, -0.066545], [-1.777302, 1.618624, -0.629157], [-1.580300, 4.150940, 1.748156], [-0.958574, 4.212680, 0.102379], [-0.282787, 3.068225, 1.254939], [-2.602018, 1.940390, 1.330706], [-3.231794, 3.856387, -0.955515], [-3.872233, 3.972993, 0.682812], [-4.294598, 2.589166, -0.329552], [-1.262427, 2.191028, -1.403332], [-2.606193, 1.081322, -1.100631]],
  "atomic_forces_ev_per_a": [[-0.280, 0.005, 0.421], [-0.014, -0.008, -0.025], [0.042, 0.001, 0.053], [0.008, 0.005, -0.031], [0.003, 0.005, 0.001], [0.005, 0.002, -0.015], [-0.005, 0.000, 0.026], [-0.035, -0.026, -0.009], [-0.116, 0.068, -0.062], [0.090, -0.106, -0.071], [0.010, -0.016, 0.103], [0.212, -0.035, -0.126], [-0.017, -0.013, -0.156], [0.003, 0.029, 0.084], [0.001, 0.004, 0.022], [0.019, 0.008, 0.015], [-0.034, -0.013, -0.023], [0.010, -0.029, -0.027], [0.165, -0.012, 0.095], [-0.007, 0.008, 0.005], [-0.001, -0.001, -0.001], [0.001, -0.001, 0.001], [-0.001, 0.002, 0.001], [0.003, 0.002, 0.006], [-0.005, 0.013, 0.016], [-0.002, 0.003, -0.008], [-0.005, 0.002, -0.001], [0.006, -0.002, 0.006], [-0.012, -0.004, -0.003], [0.045, 0.065, -0.046], [-0.176, 0.236, -0.025], [0.019, -0.057, -0.014], [0.021, 0.070, 0.044], [0.034, 0.003, 0.083], [0.047, -0.220, -0.379], [-0.009, -0.021, -0.010], [0.008, 0.014, -0.011], [-0.005, -0.011, -0.011], [-0.005, 0.010, 0.017], [-0.050, 0.038, 0.010], [-0.005, 0.002, -0.004], [0.004, -0.007, -0.003], [-0.012, 0.003, 0.015], [0.013, -0.013, 0.005], [0.004, -0.003, -0.001], [-0.001, -0.003, -0.002], [0.001, -0.001, 0.002], [0.025, 0.009, 0.022], [-0.003, -0.003, 0.011]],
  "mulliken_charge": [1.867, -0.616, 0.470, -0.694, -0.314, -0.858, -0.467, 0.247, 1.058, -0.615, -1.574, 0.744, -0.486, 0.711, -1.023, -0.371, -0.964, 0.041, -0.167, 0.544, 0.462, 0.393, 0.441, 0.480, 0.496, 0.533, 0.455, 0.448, 0.610, -0.562, 2.035, -0.419, -0.432, -0.409, -0.751, -0.413, -1.372, 1.273, -1.668, -1.336, 0.420, 0.363, 0.255, -0.024, 0.376, 0.430, 0.424, 0.441, 0.519],
  "s2": 0.76,
  "total_charge": 1,
  "homo_lumo_gap_ev": [6.3, 5.0],
  "multiplicity": 2,
  "e_lumo_ha": [-0.193, -0.241]
}

No. 3
{
  "formula": "C17H19AuINO2",
  "method": "ωB97M-V with the def2-TZVPD basis set",
  "species": ["Au", "C", "O", "C", "C", "O", "C", "H", "H", "H", "H", "H", "H", "H", "H", "H", "H", "C", "C", "C", "C", "C", "C", "C", "C", "H", "H", "H", "H", "H", "I", "C", "C", "C", "C", "N", "C", "H", "H", "H", "H"],
  "positions_angstrom": [[0.152975, -0.304063, 0.973444], [-1.155211, -0.495264, 3.860953], [-0.008073, -0.928645, 3.099083], [1.271465, -0.688027, 3.845245], [2.428483, -1.196540, 3.025557], [2.430833, -0.497170, 1.726438], [3.587772, -0.889464, 0.978219], [-1.009433, -0.799351, 4.914257], [-2.029397, -0.970673, 3.493734], [-1.251991, 0.594707, 3.816079], [1.276607, -1.185849, 4.785725], [1.293977, 0.427724, 4.022036], [2.339282, -2.232765, 2.809611], [3.383325, -1.004673, 3.486007], [4.494779, -0.709365, 1.567051], [3.672011, -0.211976, 0.144155], [3.474677, -1.914951, 0.663831], [0.509861, 0.070326, -1.000540], [0.632402, 0.282189, -2.226070], [0.854313, 0.353620, -3.576142], [-0.192201, -0.131730, -4.471860], [0.056706, -0.112238, -5.831263], [1.252307, 0.372831, -6.343532], [2.286332, 0.764029, -5.495996], [2.145409, 0.694696, -4.101536], [-1.111567, -0.410503, -3.998070], [-0.748846, -0.417762, -6.480525], [1.414069, 0.482992, -7.421209], [3.246098, 1.135478, -5.840360], [2.885090, 1.045118, -3.376198], [-3.718428, 4.107044, 1.139644], [-3.440486, 1.999816, 1.227775], [-4.493981, 1.112509, 1.441844], [-4.256392, -0.255177, 1.347088], [-2.920134, -0.669612, 1.096047], [-1.956261, 0.221662, 0.888779], [-2.202497, 1.505133, 1.000733], [-5.523313, 1.406053, 1.615015], [-5.033024, -0.975049, 1.385654], [-2.690763, -1.722044, 0.967435], [-1.346776, 2.146964, 0.841859]],
  "atomic_forces_ev_per_a": [[0.662, -0.160, -0.466], [0.902, 0.460, 1.238], [1.040, -0.079, 0.362], [-0.514, 1.741, -1.270], [-0.709, 1.432, -1.287], [-0.295, -0.250, 1.178], [0.139, 0.645, 0.018], [-0.090, 0.140, -0.519], [-0.607, -0.446, -0.455], [0.002, -0.127, 0.004], [-0.430, -0.562, 0.752], [0.294, -1.130, -0.181], [-0.145, -1.119, 0.022], [0.231, 0.139, 0.488], [-0.224, -0.356, 0.110], [-0.220, 0.023, -0.458], [0.264, -0.358, -0.150], [-0.078, 0.330, -0.820], [0.037, -0.445, 1.982], [-0.134, -1.033, -1.078], [1.582, 1.062, -0.138], [-1.436, -0.300, 0.930], [0.625, 0.289, -0.485], [0.986, 0.108, 2.215], [-0.850, 0.784, -0.934], [-0.419, -0.254, -0.237], [0.087, -0.087, -0.258], [-0.247, -0.183, 0.394], [-0.242, -0.140, -0.404], [0.001, -0.240, -0.569], [0.039, -0.866, 0.160], [-1.569, 1.345, 0.356], [-0.348, -0.643, -0.253], [2.386, 0.571, -0.398], [-1.820, -0.078, -0.391], [0.252, -1.596, 0.740], [1.173, 1.112, -0.539], [0.198, 0.428, 0.001], [-0.566, -0.508, 0.269], [0.133, 0.104, 0.089], [-0.090, 0.248, -0.017]],
  "mulliken_charge": [0.848, -0.682, -0.470, -0.525, -0.572, -0.337, -0.815, 0.360, 0.239, 0.341, 0.445, 0.345, 0.388, 0.454, 0.366, 0.237, 0.362, -1.198, 1.458, 0.399, -0.389, -0.520, -0.272, -0.491, -0.348, 0.482, 0.409, 0.418, 0.408, 0.422, 0.213, -0.557, -0.033, -0.627, -0.308, -0.231, -0.005, 0.436, 0.491, 0.449, 0.408],
  "s2": 2.04,
  "total_charge": 2,
  "homo_lumo_gap_ev": [8.3, 5.1],
  "multiplicity": 3,
  "e_lumo_ha": [-0.229, -0.344]
}

Ordered largest force on an atom results: 2.70 0.51 2.49; unit eV/A.
Ordered ΔE to the lowest compared entry with this formula, charge and spin results: 0.0 18.6 0.0; unit kJ/mol.